1.
A structure of composition C5H11AlCeClNSe at a distorted geometry. Source: the Open Molecules 2025 dataset; level of theory: ωB97M-V/def2-TZVPD.

Output
Expectation value of S²: 0.75
Multiplicity: 2
Frontier orbital gap (alpha / beta), eV: 6.41 / 6.56
Energy relative to the best compared isomer or geometry (same formula, charge and spin), kJ/mol: 0.00
Net charge: -1

Last column: Mulliken charge in e.
Element x y z (Å)
Ce -1.01772 -2.51511 -0.58836  0.881
Cl -1.53530 0.13215 -1.20398  -0.396
C -2.80332 -3.07144 0.78278  -1.224
C -0.34149 -3.53557 -2.57132  -1.305
H -2.91577 -4.17182 0.77614  0.314
H -2.61868 -2.69572 1.80668  0.297
H -3.69462 -2.58534 0.33700  0.264
H -0.51533 -4.62436 -2.47074  0.316
H 0.72190 -3.32117 -2.78614  0.313
H -0.99554 -3.11606 -3.36363  0.286
Al 0.47886 0.34458 -0.08253  0.072
C 1.81826 0.98049 -1.38886  -1.049
C 0.67543 -1.43528 0.65149  -1.125
H 2.71494 0.34922 -1.40345  0.281
H 1.46180 1.12799 -2.41570  0.289
H 2.12700 1.96492 -1.00581  0.256
H 1.55432 -2.08899 0.42818  0.389
H 0.40514 -1.65687 1.70366  0.379
Se 0.08169 4.39979 2.36543  -0.256
C 0.20487 2.82018 1.63322  0.566
N 0.26339 1.75387 1.08491  -0.551

Force components x, y, z for each atom (eV/Å):
0.267 1.209 0.119
-0.278 0.512 -0.150
-1.128 -0.650 0.783
0.332 -0.914 -1.173
-0.359 0.243 0.258
-0.324 -0.219 -0.248
0.114 -0.282 0.384
0.167 0.173 -0.451
-0.341 -0.222 -0.185
0.363 -0.314 0.063
1.148 -0.746 -0.147
-0.058 0.275 0.018
0.668 -0.362 0.689
-0.153 0.013 -0.070
0.086 -0.078 0.121
0.057 -0.095 -0.190
-0.149 0.674 -0.052
0.001 0.314 -0.187
0.021 0.405 0.306
0.052 -3.226 -1.832
-0.484 3.290 1.945


2.
An isolated molecule of C2H2ClF at a distorted geometry. Source: the Open Molecules 2025 dataset; level of theory: ωB97M-V/def2-TZVPD.

Output
Multiplicity: 1
Frontier orbital gap, eV: 11.16
Energy relative to the best compared isomer or geometry (same formula, charge and spin), kJ/mol: 133.90
Net charge: 0

Last column: Mulliken charge in e.
Element x y z (Å)
C -0.57208 -0.50270 -0.08628  -0.514
C 0.31102 0.31362 0.10136  0.435
F 0.19116 1.56363 -0.01571  -0.211
Cl 1.99012 0.18226 -0.03527  -0.183
H -1.64043 -0.00369 -0.18542  0.231
H -0.27980 -1.55312 0.22133  0.242

Force components x, y, z for each atom (eV/Å):
-7.376 -5.740 0.688
6.485 3.220 -0.581
-2.334 5.004 0.077
2.208 -1.821 0.643
2.154 -1.801 0.257
-1.138 1.138 -1.084


3.
A structure of composition C37H52N2O13PS7Ti at a distorted geometry. Source: the Open Molecules 2025 dataset; level of theory: ωB97M-V/def2-TZVPD.

Output
Multiplicity: 1
Frontier orbital gap, eV: 7.14
Energy relative to the best compared isomer or geometry (same formula, charge and spin), kJ/mol: 60.02
Net charge: -1

Last column: Mulliken charge in e.
Element x y z (Å)
Ti 0.30101 0.81123 0.41678  0.287
O 4.84874 -1.80592 2.52888  -0.543
C 3.90521 -2.63131 2.98435  0.183
O 4.15656 -3.53707 3.73432  -0.628
C 2.54840 -2.41238 2.41402  0.642
C 1.75106 -3.39450 1.89442  -0.940
N 0.69537 -2.78097 1.32371  -0.358
N 0.74071 -1.45450 1.45827  1.198
C 1.85776 -1.21610 2.13113  -0.523
C 2.20796 0.19635 2.48924  0.752
O 3.00990 0.45899 3.34417  -0.785
O 1.53426 1.10216 1.79094  -0.021
H 4.47857 -1.18621 1.86460  0.495
H 1.87025 -4.46506 1.88939  0.645
H -0.07487 -3.20327 0.83317  -0.173
C -1.45280 2.64322 -3.66898  -1.978
C -0.23806 2.49185 -2.74508  3.154
C 0.99449 2.12264 -3.57451  -1.599
C 0.00482 3.74398 -1.91701  0.015
C 0.07164 4.96983 -2.56813  -0.702
C 0.23751 6.15075 -1.86627  -1.564
C 0.32783 6.10446 -0.48594  -1.178
C 0.26267 4.90596 0.22156  0.289
C 0.39017 4.99980 1.73516  0.849
C -0.55841 4.11477 2.53890  -1.631
C 1.83515 4.71507 2.16628  -1.167
C 0.12114 3.72987 -0.51910  0.897
O 0.07893 2.52960 0.13611  0.392
H -1.80350 1.65549 -3.96950  0.323
H -1.19205 3.21178 -4.56576  0.535
H -2.28323 3.14816 -3.17243  0.367
H -0.44542 1.65710 -2.07957  -1.291
H 1.25082 2.93476 -4.26167  0.346
H 0.78225 1.22276 -4.15704  0.492
H 1.85357 1.91625 -2.94265  0.125
H -0.01677 4.99367 -3.64809  0.406
H 0.27104 7.10006 -2.38626  0.376
H 0.44702 7.02454 0.07562  0.428
H 0.15161 6.03668 1.98529  0.764
H -0.30669 3.06296 2.44262  -0.210
H -1.59826 4.25244 2.23603  0.367
H -0.48707 4.37528 3.59735  0.483
H 2.08307 3.67104 1.95782  -0.252
H 1.94226 4.87181 3.24198  0.559
H 2.54715 5.36304 1.65023  0.265
C -0.23064 -3.91535 -2.14599  -1.289
S -0.59608 -2.17812 -1.78037  1.242
O -0.50471 -1.48470 -3.10096  -0.726
C -2.31603 -2.58553 -1.44555  0.130
C -2.70934 -2.78325 -0.13359  -0.097
C -3.99826 -3.22920 0.13154  -0.613
C -4.88090 -3.44576 -0.91389  -0.613
C -4.48722 -3.19832 -2.22672  -0.680
C -3.19932 -2.77069 -2.49710  -0.526
H -0.79963 -4.17959 -3.03670  0.444
H -0.53074 -4.54189 -1.30515  0.444
H 0.83725 -4.01929 -2.33287  0.366
H -2.04683 -2.53526 0.69022  -0.033
H -4.31419 -3.37513 1.15616  0.467
H -5.88605 -3.79117 -0.70742  0.371
H -5.18941 -3.33824 -3.03895  0.406
H -2.87040 -2.55628 -3.50709  0.458
C -4.35847 1.27608 3.93942  -0.398
S -3.06524 2.33943 4.63270  -0.099
C -1.79432 1.16598 4.94498  0.328
C -1.08497 0.48238 4.01648  -0.406
S -1.42194 0.54712 2.31366  -0.128
S 0.02481 -0.69031 4.69719  0.206
C -0.30664 -0.44161 6.36908  0.044
S 0.40307 -1.29618 7.58589  -0.280
S -1.47909 0.78866 6.61828  -0.228
H -4.65932 0.52696 4.66944  0.315
H -4.01202 0.80828 3.01921  -0.088
H -5.19989 1.93456 3.72279  0.345
C 5.43124 -1.62515 -2.24220  -1.741
C 4.01919 -1.33709 -2.72693  1.854
C 3.98191 -1.17668 -4.23578  -1.904
C 3.05417 -2.43301 -2.29818  -1.255
O 3.57986 -0.05051 -2.21059  0.108
P 3.02718 0.20432 -0.74982  -1.153
O 3.81619 -0.50494 0.27673  -0.632
O 1.48726 -0.06749 -0.77749  1.692
O 3.07994 1.77818 -0.67475  0.481
C 4.26602 2.61119 -0.46202  1.795
C 5.37459 2.23543 -1.43391  -1.838
C 3.77018 4.01771 -0.74518  -1.810
C 4.73236 2.46396 0.97794  -1.310
H 5.74055 -2.61282 -2.58894  0.492
H 5.46898 -1.60694 -1.15321  0.154
H 6.12965 -0.88268 -2.63359  0.377
H 4.38413 -2.06960 -4.71652  0.403
H 4.57794 -0.31213 -4.53317  0.402
H 2.95518 -1.01801 -4.57043  0.288
H 3.30459 -3.36666 -2.80434  0.682
H 2.04166 -2.13027 -2.56768  -0.104
H 3.10016 -2.59307 -1.21747  0.199
H 5.01249 2.26243 -2.46251  0.281
H 5.74971 1.23191 -1.22844  0.223
H 6.19382 2.94698 -1.32036  0.547
H 3.49669 4.11878 -1.79762  0.314
H 4.54390 4.74676 -0.50097  0.473
H 2.88207 4.22844 -0.14985  0.246
H 5.18700 1.48723 1.14189  0.337
H 3.89210 2.55566 1.66754  0.042
H 5.46584 3.23957 1.20478  0.488
C -2.89756 2.38248 -0.24577  0.103
S -2.81060 0.67347 -0.64313  1.487
O -3.13396 0.52471 -2.03514  -0.672
O -3.65982 0.00290 0.29861  -0.566
O -1.31912 0.26978 -0.43959  -1.060
H -3.95917 2.61620 -0.30420  0.821
H -2.32717 2.96957 -0.96135  -0.317
H -2.52894 2.51844 0.76999  -0.372

Force components x, y, z for each atom (eV/Å):
-1.265 -0.477 1.386
-0.060 -0.006 0.049
0.069 0.046 -0.097
0.023 -0.039 0.003
0.034 0.211 0.185
-0.072 -0.152 -0.045
-0.154 0.004 -0.094
0.592 0.150 0.144
-0.018 0.004 -0.055
-0.216 -0.016 -0.122
0.154 0.044 -0.015
0.823 -0.421 0.596
0.036 -0.067 -0.045
-0.005 0.018 -0.022
0.017 0.034 0.041
-0.014 -0.037 0.006
0.115 0.100 -0.006
-0.091 -0.083 0.008
-0.099 -0.105 -0.135
0.045 0.059 -0.014
0.008 -0.044 0.016
-0.027 0.012 -0.025
-0.061 0.386 0.148
0.160 -0.347 0.022
-0.056 0.115 -0.016
-0.103 0.018 0.057
0.015 -0.351 0.043
0.264 0.715 -0.653
0.039 0.049 -0.035
-0.019 0.042 0.020
0.000 -0.024 -0.037
0.009 0.016 -0.026
0.002 -0.016 0.005
0.017 0.022 0.003
0.104 0.023 0.048
-0.020 -0.012 0.011
0.040 -0.009 0.000
-0.018 -0.005 0.004
0.068 0.061 -0.033
-0.052 -0.012 0.037
-0.006 -0.042 -0.014
-0.015 0.018 0.000
-0.018 0.071 0.023
0.008 -0.017 0.000
-0.022 -0.017 0.042
0.271 -0.066 -0.056
-0.317 -0.172 -0.538
0.040 -0.227 0.397
-0.026 0.060 0.023
-0.011 -0.008 0.030
0.044 -0.011 -0.020
0.028 0.006 -0.045
-0.024 -0.020 0.057
0.018 0.045 -0.033
-0.005 -0.038 0.017
-0.002 0.000 -0.019
-0.019 0.015 -0.002
-0.034 0.055 -0.013
-0.005 0.017 -0.008
-0.008 0.033 -0.005
-0.003 0.003 0.008
-0.002 0.019 0.016
0.036 0.010 0.060
0.067 0.042 -0.067
-0.047 0.118 -0.066
0.101 0.202 -0.018
-0.212 -0.114 -0.022
0.012 -0.141 -0.148
0.048 -0.030 0.173
0.015 0.045 -0.054
-0.115 -0.008 0.071
-0.026 -0.009 -0.023
-0.016 0.002 0.004
-0.007 -0.030 0.007
0.028 0.093 0.093
-0.003 -0.218 -0.031
-0.072 0.154 -0.034
-0.088 0.148 0.151
-0.074 -0.211 -0.192
-0.033 0.350 -0.444
0.040 -0.145 0.149
0.894 0.389 -0.123
0.061 0.090 -0.042
0.089 0.072 0.045
-0.093 -0.141 -0.032
-0.203 -0.025 -0.045
-0.118 -0.111 0.080
0.020 0.018 -0.019
0.003 -0.023 -0.018
-0.007 -0.009 0.003
-0.009 0.007 -0.013
0.023 -0.039 -0.008
0.026 -0.022 -0.008
-0.001 0.003 -0.007
0.011 -0.049 -0.068
0.008 -0.031 -0.025
0.019 0.044 0.009
0.048 0.032 0.014
0.012 -0.012 -0.006
0.022 0.016 0.000
0.011 0.001 -0.022
0.131 0.000 -0.082
0.001 0.020 0.009
0.069 0.034 -0.029
0.008 -0.009 -0.001
0.139 0.143 0.082
-0.101 -0.120 -0.252
0.186 -0.039 -0.017
0.073 -0.183 0.060
-1.085 -0.032 -0.335
0.018 0.054 -0.021
-0.051 -0.016 0.047
-0.035 0.054 -0.003